DFT (ωB97M-V/def2-TZVPD) results for a 2-piece molecular cluster, C3H10S2 overall in a non-equilibrium geometry.

maximum force = 2.13 eV/Å
E_HOMO = -9.25 eV
SMILES string = CSS.CC
energy above the lowest of the compared OMol25 structures with the same formula, charge and spin = 52.5 kJ/mol
calculated total energy = -24943.1525 eV
LUMO energy = 0.4166 eV

Positions of all 15 atoms, in Å:
C: -1.654 0.238 0.586
C: -1.494 0.728 -0.875
H: -0.632 0.112 0.922
H: -2.197 -0.698 0.657
H: -2.235 1.071 0.979
H: -0.694 0.198 -1.400
H: -2.407 0.665 -1.468
H: -1.167 1.769 -0.930
C: 1.446 -1.531 0.166
S: 3.041 -0.659 0.202
S: 2.467 1.216 1.013
H: 1.114 -1.819 1.153
H: 1.617 -2.303 -0.590
H: 0.759 -0.894 -0.385
H: 2.037 1.907 -0.032

Cartesian forces, eV/Å:
C -0.072 0.944 -1.910
C 0.385 -0.330 -0.429
H -0.193 0.267 0.960
H -0.056 -0.045 0.013
H 0.251 -0.399 1.152
H -0.271 -0.242 -0.137
H -0.023 -0.139 0.041
H -0.128 0.053 0.338
C 0.639 0.637 -1.352
S -0.551 1.159 0.338
S 0.509 -1.089 0.545
H -0.154 -0.305 -0.069
H 0.004 -0.621 0.705
H -0.268 0.158 0.519
H -0.071 -0.047 -0.711